An isolated molecule of C10H19N5O5. Source: OMol25; level of theory: ωB97M-V with the def2-TZVPD basis set.

XYZ file:
```
39
Properties=species:S:1:pos:R:3:forces:R:3
C -1.136189 0.717811 0.606125 1.7 0.6 -1.3
C 0.457002 0.588467 0.276485 -1.5 -0.9 1.3
C -1.737492 -0.687898 0.935148 0.9 -0.7 -1.9
C -3.020782 -0.489438 1.654622 -0.7 4.7 2.9
C -4.255920 -1.182064 1.330687 -1.9 -0.3 -2.6
C -5.105957 -0.144059 -0.860787 -0.1 -2.9 -0.8
C 2.827666 0.169733 0.908037 -0.3 0.0 -0.7
C 3.181267 1.324369 -0.033080 -2.2 2.1 3.1
C 3.027235 -1.127426 0.079932 -1.5 -1.0 -0.5
C 4.441838 -1.506947 -0.435947 -0.9 1.6 1.2
H -1.526367 0.752934 -1.406592 0.4 0.1 -0.8
H -1.384099 2.300812 -0.688136 -0.6 -1.5 -0.7
H -1.233640 1.458027 1.404326 -0.2 -0.3 0.2
H -1.035277 -1.429825 1.448213 -0.7 1.2 -0.9
H -2.030360 -1.008840 -0.134062 0.7 -0.3 1.7
H -3.289270 0.592514 1.296057 0.4 -1.5 1.4
H -2.982469 -0.479956 2.821541 0.5 0.2 -1.9
H -5.219185 -0.752602 1.766774 1.6 -0.5 -0.1
H -4.129400 -2.204109 1.564504 -0.5 -1.4 0.3
H -4.584979 -1.927224 -0.765604 0.7 0.1 1.8
H -5.996091 -1.549472 -1.922413 0.2 -0.2 0.3
H -5.577416 1.742875 -0.913578 0.5 -0.7 0.9
H -4.055000 1.589881 -0.423044 1.3 -0.7 0.1
H 1.277206 1.047716 2.143313 0.0 -1.0 -1.1
H 3.574488 0.232772 1.707020 -0.7 0.0 0.4
H 2.281757 -0.816708 -0.786217 1.7 -2.0 1.3
H 2.789489 -2.125410 0.635045 -0.4 2.0 -0.8
H 6.346826 -0.770692 -0.229340 -4.0 -0.4 2.6
H 3.904296 2.047578 -1.469575 1.4 -3.2 1.6
N -1.830717 1.345215 -0.660103 1.3 0.5 3.6
N -4.380788 -1.109321 -0.156892 -0.8 -1.0 -1.4
N -5.838846 -0.554632 -1.879673 0.6 2.9 1.2
N -4.933049 1.119687 -0.368523 -3.2 2.1 -1.7
N 1.371562 0.393628 1.335211 1.0 0.4 -0.1
O 0.768610 0.433200 -0.876433 0.4 0.1 -0.6
O 2.644330 2.425102 0.133945 0.9 -1.3 -0.7
O 4.611072 -2.311704 -1.304107 0.8 0.8 0.7
O 5.379124 -0.797455 0.361377 3.4 -1.3 -4.1
O 4.106908 1.121158 -0.902995 -0.2 3.6 -3.8
```
Forces are in eV/Å.

As for the HOMO energy: -8.54 eV. The HOMO-LUMO gap is 8.83 eV. The value obtained for the energy above the lowest of the compared OMol25 structures with the same formula, charge and spin is 97.0 kcal per mole. Its SMILES is [H]/N=C(/N)NCCC[C@H](N)C(=O)N[C@@H](CC(=O)O)C(=O)O. Its LUMO energy is 0.294 eV.